1.
ORCA calculation (ωB97M-V with the def2-TZVPD basis set) on a 2-piece molecular cluster, C5H11FSi overall in a non-equilibrium geometry.

Cartesian coordinates (Å):
C: 2.57 1.10 -0.67
C: 2.59 0.84 0.70
C: -2.43 -1.56 -1.50
C: -2.08 0.53 1.11
C: 2.61 -0.37 1.34
F: -0.94 0.83 -1.38
Si: -1.23 -0.40 -0.35
H: 3.06 1.83 -1.24
H: 1.99 0.38 -1.32
H: 2.92 1.69 1.35
H: -1.67 -2.12 -2.17
H: -3.20 -2.31 -1.16
H: -2.86 -0.86 -2.15
H: -1.67 0.47 2.12
H: -2.09 1.56 0.83
H: -3.13 0.24 1.30
H: 2.88 -1.28 0.73
H: 2.68 -0.58 2.44

Highest occupied orbital energy (alpha / beta) in eV: -7.843 / -7.751
Strongest force on any atom in hartree/bohr: 0.064
Energy relative to the best compared isomer or geometry (same formula, charge and spin) in kJ/mol: 317.2
Charge: 0
E in eV: -15955.834

***

2.
ORCA calculation (ωB97M-V with the def2-TZVPD basis set) on C5H11FeN3O2 as an isolated structure in a non-equilibrium geometry.

Cartesian coordinates (Å):
N: 3.30 -1.26 0.19
C: 2.36 -0.86 0.88
C: 1.94 0.63 0.88
O: 1.90 1.26 -0.43
C: 0.84 0.85 -1.30
O: 0.79 1.35 -2.36
N: -0.20 -0.15 -0.86
C: -1.62 0.29 -1.10
C: -2.48 0.07 0.25
N: -2.28 -1.22 0.87
H: 3.75 -0.51 -0.36
H: 1.78 -1.52 1.51
H: 2.65 1.18 1.49
H: 0.92 0.79 1.40
H: 0.01 -1.05 -1.30
H: -2.08 -0.31 -1.87
H: -1.71 1.35 -1.38
H: -2.20 0.87 1.00
H: -3.55 0.18 0.06
H: -2.31 -2.05 0.25
H: -1.57 -1.32 1.60
Fe: -0.25 1.44 0.60

Spin multiplicity: 6
Highest occupied orbital energy (alpha / beta) in eV: -21.433 / -21.263
Strongest force on any atom in hartree/bohr: 0.064
Charge: +3
E in eV: -48274.261

***

3.
ORCA calculation (ωB97M-V with the def2-TZVPD basis set) on a 2-piece molecular cluster, C5H11INO overall in a non-equilibrium geometry.

Cartesian coordinates (Å):
C: 2.46 -0.98 0.00
C: 0.76 1.74 0.05
C: -0.90 -1.63 0.43
C: -1.88 0.33 -0.61
C: 0.48 0.37 0.46
N: -0.55 -0.38 -0.32
O: 2.22 -2.10 -0.17
I: 4.12 0.24 -0.08
H: 1.59 2.19 0.54
H: 0.05 2.37 0.45
H: 1.00 2.11 -0.96
H: -0.02 -2.37 0.37
H: -1.22 -1.28 1.45
H: -1.76 -1.97 -0.22
H: -2.26 0.56 0.43
H: -1.63 1.40 -0.90
H: -2.58 -0.31 -1.21
H: 0.24 0.31 1.58
H: -0.13 -0.58 -1.30

Spin multiplicity: 3
Highest occupied orbital energy (alpha / beta) in eV: -10.750 / -13.432
Strongest force on any atom in hartree/bohr: 0.069
Energy relative to the best compared isomer or geometry (same formula, charge and spin) in kJ/mol: 171.5
Charge: +1
E in eV: -16989.677

***

4.
ORCA calculation (ωB97M-V with the def2-TZVPD basis set) on a 2-piece molecular cluster, C5H11IOS overall in a non-equilibrium geometry.

Cartesian coordinates (Å):
C: -0.73 1.92 -0.20
C: 1.33 0.95 1.11
C: -0.04 -2.81 0.05
C: -0.23 0.89 0.79
C: -0.76 -0.48 0.38
O: 0.08 -1.46 0.62
S: -0.38 -0.46 -2.90
I: 1.08 0.96 -4.01
H: -0.73 1.49 -1.26
H: -1.76 2.23 0.16
H: -0.10 2.84 -0.23
H: 1.35 1.63 1.99
H: 1.96 1.46 0.43
H: 1.65 -0.10 1.36
H: 0.04 -2.68 -1.05
H: -1.08 -3.22 0.31
H: 0.70 -3.43 0.69
H: -0.64 1.09 1.84
H: -1.73 -0.82 -0.10

Highest occupied orbital energy (alpha / beta) in eV: -6.860 / -6.862
Strongest force on any atom in hartree/bohr: 0.062
Energy relative to the best compared isomer or geometry (same formula, charge and spin) in kJ/mol: 193.4
Charge: 0
E in eV: -26343.264

***

5.
ORCA calculation (ωB97M-V with the def2-TZVPD basis set) on an isolated ion of composition C5H11N and charge -1 in a non-equilibrium geometry.

Cartesian coordinates (Å):
C: 1.70 -0.35 1.66
C: 1.62 0.25 0.30
C: 0.28 -0.27 -0.31
C: -0.80 0.24 0.61
N: -1.52 -0.42 -0.54
C: -1.66 0.52 -1.63
H: 2.18 -1.33 1.72
H: 0.73 -0.51 2.04
H: 2.37 0.20 2.42
H: 1.57 1.34 0.24
H: 2.44 0.01 -0.44
H: 0.35 -1.40 -0.27
H: 0.51 0.08 -1.49
H: -1.13 -0.45 1.47
H: -1.19 1.56 -1.55
H: -1.43 0.05 -2.60
H: -2.64 1.02 -1.58

Spin multiplicity: 2
Highest occupied orbital energy (alpha / beta) in eV: -1.375 / -1.770
Strongest force on any atom in hartree/bohr: 0.108
Energy relative to the best compared isomer or geometry (same formula, charge and spin) in kJ/mol: 453.0
Charge: -1
E in eV: -6847.123

***

6.
ORCA calculation (ωB97M-V with the def2-TZVPD basis set) on a 2-piece molecular cluster, C5H11N overall in a non-equilibrium geometry.

Cartesian coordinates (Å):
C: -2.10 3.67 0.27
C: -1.95 2.56 -0.75
C: -1.30 2.80 -1.88
H: -1.99 3.28 1.28
H: -3.11 4.04 0.13
H: -1.38 4.45 0.06
H: -2.28 1.58 -0.43
H: -1.12 2.02 -2.60
H: -0.80 3.75 -2.02
C: 1.50 -4.27 1.22
C: 2.54 -2.47 0.12
N: 1.43 -3.20 0.29
H: 1.39 -3.97 2.29
H: 0.69 -4.99 1.04
H: 2.46 -4.83 1.16
H: 2.45 -1.50 -0.35
H: 3.54 -2.94 0.16

Spin multiplicity: 2
Highest occupied orbital energy (alpha / beta) in eV: 0.794 / -2.523
Strongest force on any atom in hartree/bohr: 0.024
Energy relative to the best compared isomer or geometry (same formula, charge and spin) in kJ/mol: 161.4
Charge: -1
E in eV: -6850.145

***

7.
ORCA calculation (ωB97M-V with the def2-TZVPD basis set) on C5H11N in the gas phase in a non-equilibrium geometry.

Cartesian coordinates (Å):
C: -0.32 -2.11 0.27
C: 0.73 -1.23 0.95
C: 1.36 -0.31 -0.07
C: 0.54 0.78 -0.59
C: -0.61 1.13 -0.06
N: -1.55 2.00 -0.56
H: -0.36 -2.95 1.07
H: 0.22 -2.88 -0.45
H: -1.25 -1.73 -0.03
H: 0.13 -0.62 1.72
H: 1.38 -1.76 1.52
H: 2.27 0.12 0.28
H: 1.78 -0.83 -0.93
H: 0.68 1.17 -1.65
H: -1.09 0.60 0.82
H: -1.38 2.42 -1.46
H: -1.72 2.86 -0.01

Highest occupied orbital energy in eV: -8.232
Strongest force on any atom in hartree/bohr: 0.127
Energy relative to the best compared isomer or geometry (same formula, charge and spin) in kJ/mol: 188.3
Charge: 0
E in eV: -6851.577

***

8.
ORCA calculation (ωB97M-V with the def2-TZVPD basis set) on C5H11N in the gas phase in a non-equilibrium geometry.

Cartesian coordinates (Å):
C: -0.25 -1.76 -0.70
N: 0.05 -1.16 0.57
C: 1.33 -0.51 0.80
C: 0.07 0.25 0.48
C: -0.01 0.91 -1.23
C: -0.78 1.16 1.36
H: -1.32 -1.99 -0.74
H: -0.06 -0.89 -1.39
H: 0.34 -2.66 -0.87
H: 2.07 -0.42 0.00
H: 1.77 -0.76 1.77
H: 0.60 1.78 -1.06
H: -1.06 1.19 -1.42
H: 0.31 0.60 -2.28
H: -0.31 2.14 1.44
H: -1.76 1.29 0.87
H: -0.98 0.81 2.39

Highest occupied orbital energy in eV: -9.054
Strongest force on any atom in hartree/bohr: 0.043
Energy relative to the best compared isomer or geometry (same formula, charge and spin) in kJ/mol: 316.5
Charge: 0
E in eV: -6850.248

***

9.
ORCA calculation (ωB97M-V with the def2-TZVPD basis set) on C5H11N in the gas phase in a non-equilibrium geometry.

Cartesian coordinates (Å):
C: -1.06 -1.79 1.04
N: 0.40 -1.55 0.58
C: 0.46 -0.19 0.14
C: -0.64 0.49 -0.31
C: -0.62 1.48 -1.42
C: 1.70 0.62 0.17
H: -1.59 -1.71 -0.01
H: -1.57 -1.03 1.66
H: -1.17 -2.82 1.40
H: 0.94 -1.56 1.38
H: -1.48 0.43 0.37
H: -0.64 2.52 -1.19
H: -1.32 1.34 -2.29
H: 0.46 1.46 -1.86
H: 1.60 1.64 0.33
H: 2.46 0.13 0.91
H: 2.07 0.54 -0.90

Highest occupied orbital energy in eV: -7.381
Strongest force on any atom in hartree/bohr: 0.103
Energy relative to the best compared isomer or geometry (same formula, charge and spin) in kJ/mol: 282.2
Charge: 0
E in eV: -6850.603

***

10.
ORCA calculation (ωB97M-V with the def2-TZVPD basis set) on C5H11N in the gas phase in a non-equilibrium geometry.

Cartesian coordinates (Å):
C: -0.24 1.96 -0.07
N: 1.95 0.21 0.02
C: 0.61 -0.33 0.24
C: -0.47 0.45 0.12
C: -1.79 -0.13 -0.31
C: 0.61 -1.77 0.58
H: 0.63 2.15 0.55
H: 0.14 2.11 -1.09
H: -1.06 2.63 0.14
H: 1.79 0.85 -0.74
H: 2.55 -0.54 -0.31
H: -1.94 -0.22 -1.38
H: -1.81 -1.17 0.06
H: -2.70 0.28 0.13
H: 1.49 -2.11 1.14
H: 0.47 -2.38 -0.32
H: -0.24 -2.00 1.23

Highest occupied orbital energy in eV: -7.836
Strongest force on any atom in hartree/bohr: 0.040
Energy relative to the best compared isomer or geometry (same formula, charge and spin) in kJ/mol: 85.2
Charge: 0
E in eV: -6852.646

***

11.
ORCA calculation (ωB97M-V with the def2-TZVPD basis set) on a 3-piece molecular cluster, C5H11N overall in a non-equilibrium geometry.

Cartesian coordinates (Å):
C: 1.00 -0.36 -1.34
C: 1.81 0.92 -1.23
H: 1.22 1.73 -0.81
H: 1.59 -1.16 -1.79
H: 0.12 -0.23 -1.97
H: -0.63 0.40 -0.05
H: 2.67 0.77 -0.58
H: 2.17 1.25 -2.21
C: 0.00 -0.77 1.95
C: -1.38 0.44 0.77
C: -2.50 -0.29 0.64
N: 0.80 -1.35 1.32
H: 0.86 -0.85 -0.22
H: -0.41 -0.56 2.91
H: -1.42 1.36 1.35
H: -2.52 -1.17 0.01
H: -3.37 -0.13 1.25

Highest occupied orbital energy in eV: -9.260
Strongest force on any atom in hartree/bohr: 0.076
Energy relative to the best compared isomer or geometry (same formula, charge and spin) in kJ/mol: 355.8
Charge: 0
E in eV: -6849.841

***

12.
ORCA calculation (ωB97M-V with the def2-TZVPD basis set) on C5H11N in the gas phase in a non-equilibrium geometry.

Cartesian coordinates (Å):
C: 1.48 1.86 0.91
N: 0.41 1.41 0.03
C: -0.07 0.12 -0.13
C: -1.26 -0.12 -0.69
C: -1.77 -1.48 -1.05
C: 0.69 -0.99 0.56
H: 1.00 2.07 1.86
H: 2.31 1.15 0.98
H: 1.98 2.74 0.51
H: 0.22 2.06 -0.72
H: -1.90 0.71 -0.98
H: -2.32 -1.45 -1.99
H: -0.99 -2.22 -1.23
H: -2.41 -1.96 -0.30
H: 0.73 -1.90 -0.03
H: 0.18 -1.23 1.49
H: 1.73 -0.75 0.78

Highest occupied orbital energy in eV: -7.305
Strongest force on any atom in hartree/bohr: 0.024
Energy relative to the best compared isomer or geometry (same formula, charge and spin) in kJ/mol: 101.5
Charge: 0
E in eV: -6852.477

***

13.
ORCA calculation (ωB97M-V with the def2-TZVPD basis set) on C5H11N in the gas phase.

Cartesian coordinates (Å):
C: 1.77 0.46 -0.70
N: 1.10 -0.37 0.28
C: 0.47 0.22 1.45
C: -0.34 -0.25 0.28
C: -1.04 0.84 -0.59
C: -1.12 -1.55 0.21
H: 1.99 -0.17 -1.57
H: 1.11 1.26 -1.03
H: 2.70 0.89 -0.32
H: 0.48 1.31 1.59
H: 0.63 -0.33 2.38
H: -2.04 0.99 -0.18
H: -1.14 0.49 -1.63
H: -0.60 1.85 -0.66
H: -2.08 -1.47 0.73
H: -1.33 -1.76 -0.85
H: -0.57 -2.41 0.60

Highest occupied orbital energy in eV: -8.916
Strongest force on any atom in hartree/bohr: 0.013
Energy relative to the best compared isomer or geometry (same formula, charge and spin) in kJ/mol: 137.9
Charge: 0
E in eV: -6852.099